(1)
A cluster of 15 separate species, C90H205N15O4 in total at a distorted geometry, computed with wB97M-V/def2-TZVPD.

The molar mass is 1561.73 g mol⁻¹. The calculation puts the energy above the lowest of the compared OMol25 structures with the same formula, charge and spin at 61.2 kcal per mole. The calculation puts the highest occupied orbital energy at -7.74 eV. The value obtained for the gap between HOMO and LUMO is 0.249 hartree. As for the spin multiplicity: 1. The total charge is 0. The LUMO energy is -1.0 eV.

Last column: Mulliken charge in e.
Element x y z (Å)
C (-4.32, -5.89, -4.51)  -0.647
C (-4.34, -4.52, -4.73)  0.252
C (-4.25, -3.65, -3.64)  -0.199
C (-4.07, -4.23, -2.37)  0.054
C (-4.15, -5.58, -2.13)  -0.711
C (-4.19, -6.40, -3.24)  -0.590
N (-3.91, -3.33, -1.28)  1.491
O (-4.08, -2.15, -1.42)  -0.677
O (-3.69, -3.80, -0.14)  -0.629
H (-4.40, -6.54, -5.43)  0.345
H (-4.49, -4.05, -5.68)  0.137
H (-4.41, -2.55, -3.72)  -0.110
H (-4.16, -5.92, -1.13)  0.673
H (-4.10, -7.48, -3.12)  0.401
C (0.15, 4.90, -1.64)  -0.092
C (0.41, 6.06, -0.87)  -1.139
C (0.37, 6.08, 0.48)  -1.708
C (0.01, 4.93, 1.17)  0.655
C (-0.21, 3.74, 0.49)  0.589
C (-0.17, 3.74, -0.92)  -0.031
N (-0.15, 5.10, 2.63)  1.370
O (0.09, 6.18, 3.13)  -0.762
O (-0.50, 4.13, 3.29)  -0.392
H (0.10, 4.86, -2.79)  0.381
H (0.53, 7.00, -1.39)  0.434
H (0.46, 6.96, 1.13)  0.741
H (-0.30, 2.76, 1.03)  -0.334
H (-0.29, 2.79, -1.44)  -0.194
C (-2.75, -3.41, 4.53)  -1.444
C (-2.32, -3.68, 3.09)  0.936
N (-1.67, -4.97, 2.91)  0.999
C (-0.60, -5.01, 1.95)  -0.490
C (-0.93, -4.97, 0.49)  -0.382
C (-2.59, -6.09, 2.67)  0.040
C (-1.81, -7.42, 2.78)  -1.620
H (-1.88, -3.42, 5.14)  0.197
H (-3.50, -4.11, 4.97)  0.382
H (-3.33, -2.45, 4.63)  -0.136
H (-3.16, -3.51, 2.40)  -0.017
H (-1.62, -2.94, 2.71)  -0.348
H (0.03, -4.12, 2.27)  -0.271
H (0.08, -5.85, 2.21)  0.479
H (0.04, -4.91, -0.03)  0.438
H (-1.54, -5.78, 0.08)  0.282
H (-1.51, -4.03, 0.34)  -0.632
H (-3.09, -6.03, 1.71)  -0.020
H (-3.24, -6.16, 3.55)  0.493
H (-1.09, -7.79, 2.08)  0.370
H (-2.58, -8.20, 2.66)  0.483
H (-1.24, -7.53, 3.73)  0.153
C (1.84, 2.11, 4.67)  -1.742
C (2.90, 2.58, 3.71)  2.763
N (4.01, 3.15, 4.39)  0.272
C (3.91, 4.50, 4.99)  -0.840
C (3.77, 5.67, 4.04)  -0.625
C (5.30, 2.96, 3.78)  1.710
C (6.53, 3.04, 4.75)  -1.653
H (1.92, 1.09, 5.06)  0.043
H (0.85, 2.19, 4.35)  0.305
H (1.99, 2.75, 5.54)  0.479
H (3.31, 1.72, 3.14)  -1.044
H (2.51, 3.20, 2.92)  -0.818
H (3.15, 4.52, 5.82)  0.381
H (4.84, 4.53, 5.55)  0.452
H (4.21, 6.55, 4.48)  0.548
H (4.42, 5.48, 3.18)  -0.009
H (2.77, 5.95, 3.71)  -0.019
H (5.53, 3.56, 2.88)  -0.528
H (5.25, 1.95, 3.35)  -0.820
H (7.38, 2.61, 4.16)  0.413
H (6.37, 2.38, 5.64)  0.323
H (6.75, 4.04, 5.13)  0.527
C (-2.44, 0.58, -8.09)  -1.343
C (-2.18, -0.84, -7.53)  -0.069
N (-3.13, -1.31, -6.49)  1.107
C (-4.45, -1.70, -7.01)  -0.562
C (-4.31, -2.76, -8.09)  -1.504
C (-3.35, -0.45, -5.37)  -1.320
C (-2.11, 0.02, -4.59)  0.591
H (-1.84, 0.74, -8.96)  0.458
H (-2.08, 1.30, -7.32)  0.134
H (-3.52, 0.76, -8.24)  0.268
H (-2.20, -1.52, -8.35)  0.700
H (-1.14, -0.86, -7.14)  -0.580
H (-5.01, -2.10, -6.12)  0.424
H (-5.09, -0.87, -7.27)  0.416
H (-5.22, -3.23, -8.31)  0.476
H (-3.81, -2.44, -9.01)  0.411
H (-3.72, -3.60, -7.65)  0.230
H (-4.05, -0.90, -4.68)  0.505
H (-3.87, 0.45, -5.71)  0.328
H (-2.46, 0.71, -3.76)  0.282
H (-1.41, 0.65, -5.20)  -0.727
H (-1.52, -0.77, -4.13)  -0.041
C (3.85, 6.76, -0.06)  -0.909
C (4.29, 5.99, -1.30)  -0.188
N (5.13, 4.77, -1.03)  0.663
C (4.56, 3.92, -0.05)  0.193
C (3.12, 3.52, -0.45)  0.884
C (6.59, 5.17, -0.81)  -0.539
C (7.31, 5.20, -2.16)  -1.373
H (3.48, 7.81, -0.28)  0.270
H (4.60, 6.85, 0.71)  0.361
H (3.03, 6.26, 0.40)  -0.049
H (3.35, 5.61, -1.79)  -0.441
H (4.77, 6.65, -2.02)  0.691
H (5.31, 3.07, 0.06)  0.105
H (4.47, 4.41, 0.92)  -0.211
H (3.09, 3.23, -1.54)  -0.558
H (2.74, 2.71, 0.12)  0.254
H (2.51, 4.36, -0.27)  -0.833
H (7.04, 4.40, -0.24)  0.532
H (6.65, 6.19, -0.27)  0.233
H (8.40, 5.48, -2.00)  0.397
H (7.04, 6.09, -2.70)  0.367
H (7.18, 4.37, -2.82)  0.279
C (6.11, -1.02, 4.25)  -1.407
C (5.07, -1.41, 3.14)  0.563
N (5.58, -1.38, 1.79)  0.254
C (6.07, -0.09, 1.32)  0.586
C (7.14, -0.06, 0.19)  -1.684
C (4.72, -2.03, 0.84)  0.347
C (4.47, -3.57, 1.01)  -1.329
H (5.73, -1.16, 5.27)  0.371
H (6.43, 0.04, 4.18)  0.142
H (7.03, -1.64, 4.06)  0.362
H (4.65, -2.40, 3.23)  0.497
H (4.29, -0.68, 3.26)  -0.499
H (5.21, 0.44, 0.96)  -0.041
H (6.45, 0.43, 2.23)  -0.009
H (6.86, -0.52, -0.77)  0.121
H (7.48, 0.92, -0.18)  0.324
H (8.01, -0.63, 0.46)  0.461
H (5.11, -1.95, -0.20)  0.020
H (3.71, -1.62, 0.70)  0.106
H (5.42, -4.10, 1.28)  0.353
H (4.07, -3.91, 0.01)  0.413
H (3.66, -3.67, 1.76)  0.027
C (-3.13, 7.16, 3.06)  -1.795
C (-3.37, 5.83, 2.32)  0.194
N (-4.69, 5.74, 1.67)  0.079
C (-4.96, 4.44, 1.03)  0.064
C (-5.03, 3.27, 1.94)  -0.862
C (-4.81, 6.77, 0.61)  -0.922
C (-3.82, 6.64, -0.59)  -0.670
H (-3.19, 8.05, 2.47)  0.417
H (-2.20, 7.16, 3.62)  0.392
H (-3.86, 7.31, 3.85)  0.395
H (-2.54, 5.58, 1.62)  -0.018
H (-3.27, 5.02, 2.98)  0.010
H (-5.88, 4.56, 0.44)  0.560
H (-4.15, 4.18, 0.26)  0.004
H (-5.33, 2.35, 1.37)  0.221
H (-4.05, 2.96, 2.36)  -0.329
H (-5.69, 3.43, 2.82)  0.419
H (-4.65, 7.63, 1.15)  0.473
H (-5.79, 6.68, 0.21)  0.504
H (-3.56, 7.52, -1.13)  0.388
H (-4.27, 6.05, -1.37)  0.348
H (-2.89, 6.10, -0.37)  -0.079
C (-0.16, -5.97, 6.68)  -1.263
C (0.78, -5.89, 5.51)  1.226
N (1.92, -5.02, 5.83)  0.611
C (2.33, -4.12, 4.71)  -0.971
C (1.31, -3.03, 4.46)  0.704
C (3.03, -5.71, 6.38)  -0.550
C (3.46, -5.11, 7.74)  -1.286
H (-0.87, -5.15, 6.69)  0.254
H (0.29, -5.97, 7.75)  0.247
H (-0.72, -6.92, 6.49)  0.361
H (1.11, -6.92, 5.23)  0.496
H (0.23, -5.38, 4.74)  -1.433
H (3.25, -3.55, 4.98)  0.507
H (2.52, -4.72, 3.83)  0.206
H (0.38, -3.44, 4.17)  -0.877
H (1.03, -2.53, 5.42)  0.444
H (1.67, -2.27, 3.76)  -0.378
H (3.91, -5.73, 5.69)  0.342
H (2.78, -6.77, 6.61)  0.339
H (2.65, -5.05, 8.45)  0.283
H (3.67, -4.04, 7.66)  0.257
H (4.25, -5.62, 8.28)  0.450
C (0.58, -0.43, -1.46)  -0.425
C (-0.72, -0.83, -0.68)  0.889
N (-0.81, -0.18, 0.67)  2.182
C (-2.19, -0.12, 1.15)  1.065
C (-3.15, 0.76, 0.30)  0.300
C (0.12, -0.74, 1.65)  -1.422
C (1.23, 0.24, 1.97)  1.888
H (1.54, -0.74, -0.98)  -0.513
H (0.58, 0.70, -1.57)  -0.214
H (0.56, -0.88, -2.44)  0.749
H (-1.61, -0.53, -1.29)  -0.582
H (-0.81, -1.94, -0.64)  -0.508
H (-2.59, -1.17, 1.06)  -0.595
H (-2.23, 0.05, 2.24)  -0.152
H (-3.01, 0.43, -0.71)  -0.009
H (-4.20, 0.71, 0.60)  -0.092
H (-2.91, 1.88, 0.39)  -0.705
H (0.60, -1.67, 1.32)  -0.157
H (-0.40, -1.07, 2.58)  0.282
H (2.00, 0.18, 1.21)  -0.534
H (1.66, -0.03, 2.97)  -0.174
H (0.87, 1.26, 2.07)  -1.008
C (1.23, 4.05, -8.83)  -1.545
C (1.69, 3.53, -7.43)  -0.024
N (1.51, 4.53, -6.34)  0.226
C (2.33, 5.69, -6.38)  -0.688
C (3.82, 5.41, -5.89)  -0.673
C (1.46, 3.93, -5.10)  -0.008
C (0.16, 3.08, -4.71)  0.095
H (1.63, 3.45, -9.65)  0.405
H (1.59, 5.04, -9.05)  0.377
H (0.16, 4.23, -8.89)  0.340
H (1.13, 2.66, -7.11)  0.154
H (2.74, 3.25, -7.53)  0.235
H (2.43, 6.17, -7.36)  0.328
H (1.89, 6.40, -5.68)  0.404
H (4.14, 4.57, -6.55)  0.227
H (4.47, 6.25, -6.06)  0.480
H (3.87, 5.13, -4.83)  -0.062
H (1.45, 4.82, -4.38)  0.538
H (2.33, 3.33, -4.82)  -0.258
H (0.17, 2.75, -3.66)  -0.525
H (0.03, 2.20, -5.36)  -0.170
H (-0.80, 3.65, -4.92)  0.358
C (-1.35, 1.91, 7.50)  -1.728
C (-1.86, 1.80, 6.10)  0.461
N (-3.24, 1.46, 6.04)  0.165
C (-3.65, 0.85, 4.71)  1.999
C (-4.93, 0.08, 4.97)  -2.201
C (-4.14, 2.42, 6.64)  -1.014
C (-4.29, 3.80, 5.98)  -0.619
H (-0.27, 1.92, 7.55)  0.412
H (-1.71, 1.01, 7.98)  0.428
H (-1.76, 2.76, 8.09)  0.306
H (-1.53, 2.78, 5.65)  -0.347
H (-1.47, 0.95, 5.60)  0.505
H (-3.81, 1.68, 3.95)  -0.853
H (-2.84, 0.17, 4.35)  -0.442
H (-4.84, -0.55, 5.86)  0.324
H (-5.80, 0.73, 5.16)  0.443
H (-5.20, -0.54, 4.15)  0.642
H (-3.77, 2.58, 7.65)  0.481
H (-5.06, 1.89, 6.71)  0.410
H (-3.35, 4.38, 5.80)  0.158
H (-4.86, 4.42, 6.64)  0.557
H (-4.81, 3.73, 5.03)  -0.097
C (3.74, -4.72, -5.67)  -1.134
C (2.46, -5.34, -5.22)  -0.612
N (1.24, -4.65, -5.55)  1.187
C (0.91, -4.86, -6.96)  -0.964
C (0.28, -3.66, -7.66)  -0.718
C (-0.01, -5.01, -4.79)  -0.777
C (0.01, -4.93, -3.27)  -0.716
H (3.64, -3.63, -5.57)  0.028
H (4.07, -4.94, -6.65)  0.477
H (4.55, -4.97, -4.99)  0.459
H (2.55, -6.41, -5.46)  0.183
H (2.49, -5.40, -4.10)  0.260
H (1.79, -5.16, -7.51)  0.497
H (0.26, -5.78, -7.02)  0.355
H (0.93, -2.81, -7.54)  0.076
H (0.28, -3.84, -8.71)  0.545
H (-0.71, -3.44, -7.21)  -0.023
H (-0.31, -6.10, -5.08)  0.214
H (-0.81, -4.41, -5.25)  0.201
H (0.88, -5.50, -2.92)  0.415
H (-0.90, -5.52, -3.02)  0.211
H (0.04, -3.89, -2.83)  -0.005
C (1.85, -1.12, -5.39)  -0.461
C (2.52, -0.13, -4.50)  1.314
N (3.99, -0.40, -4.37)  0.194
C (4.71, 0.79, -4.06)  -1.604
C (4.67, 1.28, -2.57)  1.510
C (4.17, -1.48, -3.42)  0.884
C (5.54, -2.06, -3.54)  -1.836
H (1.58, -2.09, -4.91)  -0.059
H (2.50, -1.43, -6.18)  0.586
H (0.95, -0.65, -5.83)  -0.565
H (2.49, 0.86, -4.99)  -0.494
H (2.08, 0.06, -3.49)  -0.401
H (5.74, 0.53, -4.39)  0.548
H (4.35, 1.61, -4.75)  0.348
H (5.01, 2.30, -2.49)  0.152
H (3.64, 1.12, -2.27)  -0.360
H (5.37, 0.68, -1.92)  -0.835
H (3.44, -2.30, -3.62)  0.272
H (4.00, -1.20, -2.37)  -0.355
H (5.62, -2.62, -4.55)  0.304
H (5.68, -2.93, -2.87)  0.377
H (6.43, -1.42, -3.36)  0.345
C (-7.24, -5.37, 3.19)  -1.596
C (-6.41, -4.07, 2.93)  -0.158
N (-7.11, -2.80, 2.81)  0.774
C (-7.95, -2.51, 3.96)  -0.756
C (-8.48, -1.09, 3.96)  -0.762
C (-7.71, -2.62, 1.46)  -1.295
C (-7.07, -1.41, 0.74)  -0.625
H (-8.12, -5.36, 2.55)  0.341
H (-7.59, -5.43, 4.23)  0.313
H (-6.61, -6.21, 3.13)  0.510
H (-5.63, -3.91, 3.64)  0.325
H (-5.95, -4.19, 1.95)  -0.108
H (-8.82, -3.11, 3.93)  0.501
H (-7.39, -2.78, 4.88)  0.408
H (-7.76, -0.44, 4.43)  -0.080
H (-8.77, -0.77, 2.95)  0.251
H (-9.39, -1.01, 4.59)  0.393
H (-8.73, -2.32, 1.55)  0.610
H (-7.75, -3.51, 0.81)  0.483
H (-7.58, -0.49, 1.11)  0.294
H (-7.36, -1.39, -0.30)  0.495
H (-6.02, -1.36, 0.97)  -0.174

=====

(2)
A cluster of 2 separate species, C6H13P in total at a distorted geometry, computed with wB97M-V/def2-TZVPD.

The molar mass is 116.14 g mol⁻¹. The calculation puts the energy above the lowest of the compared OMol25 structures with the same formula, charge and spin at 92.1 kcal per mole. The calculation puts the highest occupied orbital energy at -8.02 eV. The value obtained for the gap between HOMO and LUMO is 0.306 hartree. As for the spin multiplicity: 1. The total charge is 0. The LUMO energy is 0.3 eV.

Last column: Mulliken charge in e.
Element x y z (Å)
C (3.79, -0.83, -0.08)  -0.535
C (-0.75, 1.01, 1.38)  -1.676
C (-0.34, 1.13, -1.15)  -1.540
C (-1.87, -0.55, -0.40)  -1.996
C (0.48, -0.86, 0.16)  -1.799
C (-0.56, 0.19, 0.04)  2.025
P (2.79, 0.41, 0.44)  0.088
H (4.80, -0.73, -0.15)  0.334
H (3.50, -1.78, -0.53)  0.225
H (-1.74, 1.22, 1.44)  0.560
H (-0.09, 1.93, 1.40)  0.306
H (-0.39, 0.36, 2.31)  0.272
H (-1.07, 2.05, -1.31)  0.306
H (-0.34, 0.56, -2.01)  0.516
H (0.74, 1.38, -1.09)  0.299
H (-1.61, -1.44, -0.82)  0.501
H (-2.48, -0.88, 0.42)  0.470
H (-2.41, -0.05, -1.08)  0.498
H (0.53, -1.34, 1.01)  0.627
H (0.59, -1.22, -0.84)  0.521

=====

(3)
The ion C8H11N2O2 with charge +1 at a distorted geometry, computed with wB97M-V/def2-TZVPD.

The molar mass is 167.19 g mol⁻¹. The calculation puts the energy above the lowest of the compared OMol25 structures with the same formula, charge and spin at 80.3 kcal per mole. The calculation puts the highest occupied orbital energy at -14.29 eV. The value obtained for the gap between HOMO and LUMO is 0.368 hartree. As for the spin multiplicity: 1. The total charge is +1. The LUMO energy is -4.3 eV.

Last column: Mulliken charge in e.
Element x y z (Å)
C (1.00, 1.67, -0.71)  -0.773
C (-0.26, 1.27, -1.13)  0.186
C (1.44, 0.69, 0.25)  1.164
C (-1.57, 1.33, -1.95)  0.392
C (-1.71, -0.68, -0.82)  0.214
C (2.78, 0.72, 0.92)  -1.767
C (-2.48, -0.70, 0.55)  -1.325
C (0.83, -1.50, 1.00)  -1.258
N (0.62, -0.33, 0.20)  -0.060
N (-0.45, -0.08, -0.52)  0.495
O (-1.92, 2.16, -2.73)  -0.454
O (-2.26, 0.17, -1.73)  -0.280
H (1.48, 2.63, -1.01)  0.358
H (-1.76, -1.75, -1.33)  0.267
H (3.41, 1.59, 0.76)  0.349
H (2.66, 0.39, 1.89)  0.492
H (3.51, 0.01, 0.56)  0.441
H (-2.78, 0.25, 0.72)  0.388
H (-1.98, -1.27, 1.27)  0.431
H (-3.41, -1.18, 0.27)  0.412
H (1.86, -1.58, 1.16)  0.424
H (0.30, -1.31, 1.82)  0.635
H (0.70, -2.53, 0.58)  0.269

=====

(4)
The molecule C5H5NO3 at a distorted geometry, computed with wB97M-V/def2-TZVPD.

The molar mass is 127.10 g mol⁻¹. The calculation puts the energy above the lowest of the compared OMol25 structures with the same formula, charge and spin at 122.9 kcal per mole. The calculation puts the highest occupied orbital energy at -9.41 eV. The value obtained for the gap between HOMO and LUMO is 0.304 hartree. As for the spin multiplicity: 1. The total charge is 0. The LUMO energy is -1.1 eV.

Last column: Mulliken charge in e.
Element x y z (Å)
C (-0.18, 0.36, -0.14)  -0.228
C (-1.46, 0.96, -2.16)  0.687
C (0.57, -1.88, 1.25)  -0.582
C (1.29, -0.71, 1.96)  -0.553
C (0.43, -0.50, 0.77)  0.150
N (-1.22, 2.34, -1.72)  0.055
O (-0.90, 0.03, -1.31)  -0.294
O (-2.17, 0.68, -3.05)  -0.425
O (-0.41, 3.06, -2.26)  -0.225
H (-0.01, 1.35, 0.01)  0.440
H (1.16, -2.43, 0.53)  0.216
H (-0.32, -2.38, 1.57)  0.251
H (0.88, -0.48, 2.82)  0.307
H (2.35, -0.40, 1.73)  0.201

=====

- total charge of number 4 (C5H5NO3)?
  0